Record 1
58
Properties=species:S:1:pos:R:3:forces:R:3:lowdin_charge:R:1 method="wB97M-V/def2-TZVPD" fmax_ev_per_a=0.374 e_homo_ev="-8.13 / -8.16" gap_ev="6.590 / 6.613" multiplicity=3 de_lowest_ev=0.0000
H 2.4207 3.4097 -0.8690 0.00 0.01 0.03 0.118
O 1.5617 -9.2037 -0.4016 -0.06 -0.09 -0.05 0.023
F 4.7484 0.8440 3.2289 0.00 0.00 -0.01 0.159
F 0.0415 -0.7337 4.4638 -0.01 0.01 -0.02 0.164
N 1.9288 0.1075 2.3969 0.25 0.02 0.28 -0.275
H -1.0500 -7.5404 -0.3265 0.00 0.00 0.00 0.087
O 3.6688 -0.8454 0.9411 -0.04 0.03 -0.01 -0.235
C 1.3787 5.2942 -1.1198 -0.01 0.00 -0.01 -0.010
C 0.1367 5.8888 -1.1459 0.00 -0.01 0.00 0.026
N -4.6621 5.3004 -0.7566 0.00 -0.03 0.01 -0.222
H -5.3200 2.7503 -0.2591 0.00 0.00 0.00 0.123
S 3.0259 0.3678 1.3066 0.02 0.02 -0.18 0.616
C -2.3569 5.6251 -0.9419 -0.02 0.01 0.00 -0.331
C 0.9497 -5.7750 -2.0234 -0.14 -0.03 -0.01 -0.565
C -0.8159 3.7411 -0.7008 0.02 0.05 0.01 -0.116
C 0.5126 -1.6365 -1.2949 -0.16 0.03 -0.19 -0.131
C -0.0976 -7.5879 0.2010 0.09 0.05 0.05 -0.053
F 5.3463 1.5425 1.2669 0.01 0.01 -0.01 0.152
C 1.6910 -3.7530 -0.9501 0.01 -0.01 -0.03 -0.013
C -0.0804 -5.0701 -2.6347 -0.01 0.00 0.01 -0.099
F -0.8814 -0.5832 2.5065 0.00 0.01 0.03 0.129
N -2.6433 6.8800 -1.1550 0.03 -0.01 0.00 -0.223
C -1.9555 2.8570 -0.4359 -0.04 -0.03 -0.05 -0.119
C -2.6371 0.7029 -0.0096 0.01 0.01 0.01 -0.074
F 3.8336 2.6169 2.3829 -0.01 -0.01 0.01 0.140
C 1.4686 3.9230 -0.8944 0.01 -0.03 -0.12 -0.060
C -0.2245 -3.7109 -2.4088 -0.01 0.00 0.01 -0.031
H 0.0178 6.9496 -1.3219 0.00 0.00 0.00 0.124
S 0.9703 1.2095 2.9607 -0.18 0.14 -0.08 0.628
N 0.3969 3.1673 -0.7055 0.06 0.05 0.17 0.072
Se -4.4147 7.0320 -1.0838 -0.02 0.02 -0.01 1.137
C 4.3245 1.4088 2.1070 -0.01 -0.05 0.06 -0.681
C 1.8443 -5.1059 -1.1912 0.01 0.03 -0.02 -0.096
C 0.6523 -3.0381 -1.5573 0.10 0.00 0.07 -0.254
H 2.6629 -5.6497 -0.7363 0.00 0.00 -0.01 0.116
H -0.7728 -5.5920 -3.2825 0.00 0.00 0.00 0.103
Ni 0.3917 1.2089 -0.0676 -0.04 0.11 -0.19 0.584
H -1.0239 -3.1601 -2.8864 0.00 0.00 0.00 0.114
H -4.7469 0.3435 0.1316 0.00 0.00 0.00 0.115
F -1.3586 0.8651 4.0441 0.01 0.00 0.00 0.146
H 2.3825 -3.2260 -0.3050 -0.01 0.00 0.01 0.114
O 2.5387 1.2648 0.2600 -0.05 -0.08 -0.01 -0.349
C -3.2652 3.3245 -0.4645 0.02 -0.01 0.00 -0.076
S 1.1544 -7.5095 -2.3453 0.22 -0.03 0.10 0.997
C -0.3874 0.1075 3.5371 -0.01 -0.02 -0.03 -0.684
C -4.2939 2.4076 -0.2461 0.00 -0.01 0.01 0.025
C -0.9945 5.1007 -0.9326 0.01 -0.01 -0.01 -0.075
C 0.9388 -8.2226 -0.6901 -0.09 0.07 -0.07 -0.729
C 0.4013 -0.4424 -1.0882 0.11 -0.10 0.17 -0.060
H 2.2802 5.8700 -1.2701 0.00 0.00 0.00 0.116
C -3.4822 4.7447 -0.7195 0.00 0.02 0.00 -0.332
O 1.4160 1.9364 4.1010 0.03 -0.07 0.02 -0.234
O 0.3493 2.0090 1.8970 -0.05 -0.09 0.00 -0.331
H -2.3305 -0.3243 0.1445 0.00 0.00 0.02 0.118
C -3.9769 1.0843 -0.0276 -0.01 0.01 -0.01 -0.012
N -1.6598 1.5755 -0.1907 -0.01 0.01 0.04 0.064
H 0.1857 -6.5677 0.4560 -0.01 0.00 0.01 0.075
H -0.1887 -8.1827 1.1066 0.00 -0.01 -0.01 0.085

Record 2
46
Properties=species:S:1:pos:R:3:forces:R:3:lowdin_charge:R:1 method="wB97M-V/def2-TZVPD" fmax_ev_per_a=0.168 e_homo_ev="-14.27 / -14.72" charge=+2 gap_ev="6.578 / 6.251" multiplicity=4 de_lowest_ev=0.0291
Cl -1.7596 4.5439 -1.8813 0.00 0.00 0.00 0.772
H -1.1457 -3.5179 -2.5895 0.00 -0.01 -0.01 0.121
C 0.6488 -4.3363 -3.4475 0.00 0.02 0.01 -0.021
C -0.0690 -3.4396 -2.6666 -0.03 -0.02 -0.01 -0.077
H 2.0578 -3.4730 0.5257 0.00 0.00 0.00 0.122
Cl 0.0296 0.7034 2.6378 0.00 -0.12 0.06 0.757
C 2.9861 -1.5360 0.7351 -0.01 0.13 0.03 -0.469
Re 0.9512 -0.1526 0.3967 0.13 -0.10 -0.02 0.976
C 2.7154 -3.2326 -2.9063 0.02 -0.01 -0.02 -0.061
C -0.5723 1.8711 1.4433 -0.02 0.05 -0.11 -0.647
C 2.3164 -2.9162 2.5908 -0.01 -0.01 0.03 -0.018
C 6.4299 1.4005 -2.6611 -0.01 -0.01 0.01 -0.028
H 2.5710 -4.9370 -4.1932 0.00 0.00 0.00 0.125
C 3.3831 -0.5203 1.6365 0.01 -0.05 0.00 -0.163
H 3.6281 0.0147 3.6995 0.00 -0.01 0.01 0.131
H 1.9008 -3.8414 2.9674 0.00 0.00 0.00 0.131
C -1.7364 3.7780 0.7022 0.03 -0.01 -0.01 -0.670
H 5.6842 -1.1641 -0.5750 0.01 0.00 0.00 0.113
C -1.3594 2.9448 1.7709 -0.04 0.03 0.04 -0.700
Cl 0.0580 2.0667 -2.4604 -0.01 0.01 0.00 0.727
C 5.5381 -0.3478 -1.2716 0.00 0.01 -0.01 -0.093
As 2.7594 -0.9544 -1.0892 -0.07 0.04 0.05 1.300
H 3.8435 0.3902 1.2626 0.00 0.01 0.01 0.119
H 3.0526 1.3239 -2.9249 0.01 0.01 -0.01 0.086
H 7.6237 0.0936 -1.4438 0.00 0.00 0.00 0.123
H 2.6935 -2.1168 4.5444 0.00 0.00 0.00 0.131
C 1.9972 -2.3426 -2.1189 -0.02 0.02 0.01 -0.401
C 4.0520 1.0561 -2.6046 0.04 -0.01 0.01 -0.091
C 2.7611 -1.9415 3.4790 0.00 0.00 -0.01 -0.026
C 6.6247 0.3592 -1.7615 0.01 0.00 0.00 -0.042
H 7.2841 1.9462 -3.0385 0.00 0.00 0.00 0.125
C 2.0298 -4.2361 -3.5733 0.00 0.01 0.00 -0.033
C 3.2855 -0.7442 3.0085 0.00 0.02 -0.02 -0.056
C 5.1523 1.7491 -3.0824 0.00 0.00 0.00 -0.040
H 5.0124 2.5612 -3.7824 0.00 0.00 0.00 0.124
H 3.7903 -3.1430 -3.0038 0.00 0.00 0.00 0.121
C -0.1361 1.5458 0.1713 0.07 0.00 0.00 -0.438
S -0.3478 -1.2268 -1.0995 -0.09 -0.02 0.03 0.719
C 0.6096 -2.4284 -1.9994 0.04 0.00 0.00 -0.618
C -1.3018 3.5075 -0.6092 -0.01 -0.02 -0.02 -0.685
C -0.5004 2.3948 -0.8706 0.01 0.00 -0.02 -0.691
Cl -1.8356 3.2347 3.3789 0.00 0.00 0.00 0.782
H 0.1181 -5.1190 -3.9726 0.00 0.00 0.00 0.128
C 2.4060 -2.7147 1.2173 -0.03 0.02 -0.02 -0.084
Cl -2.7145 5.1263 1.0157 -0.01 0.01 0.01 0.799
C 4.2645 0.0144 -1.7039 -0.03 0.00 -0.05 -0.379

Record 3
56
Properties=species:S:1:pos:R:3:forces:R:3:lowdin_charge:R:1 method="wB97M-V/def2-TZVPD" fmax_ev_per_a=0.316 e_homo_ev=-8.35 gap_ev=7.506 de_lowest_ev=0.0000
C -0.4292 1.9045 -0.7729 0.03 -0.01 0.03 -0.390
H 2.1056 2.5566 5.7983 0.00 0.00 0.00 0.119
C -0.1918 4.1647 -4.3136 0.00 0.00 0.00 -0.059
C 0.1197 2.8093 -4.2648 -0.01 0.00 0.00 0.008
N -0.2206 0.0664 2.2627 -0.07 0.08 0.07 0.095
O 0.2427 1.7180 4.3108 -0.05 -0.02 0.01 0.075
C -0.6027 4.8525 -3.1737 0.00 0.00 0.00 -0.058
C -2.5821 -1.7905 -0.9220 -0.03 0.07 -0.04 -0.304
H -5.5552 -2.9089 -2.1212 0.00 0.00 0.00 0.109
C 1.9810 0.6395 3.0118 -0.01 -0.01 -0.01 -0.071
C 1.0527 0.0969 2.0144 0.03 0.05 0.03 -0.387
N 0.0011 0.6694 -1.2864 -0.02 0.02 0.01 -0.014
H 3.6696 -0.2394 2.0473 0.00 -0.01 0.00 0.117
H -2.6110 -0.5089 2.3131 -0.01 0.03 -0.01 0.157
H -0.1150 4.6970 -5.2525 0.00 0.00 0.00 0.106
B 0.3844 -3.6904 2.0342 0.01 0.11 0.15 -1.132
O -1.3459 -1.7421 -1.3853 0.10 -0.12 0.01 -0.200
C -5.2941 -2.0315 -0.1726 0.00 0.02 0.03 -0.084
C 3.3476 0.3777 2.8743 0.00 0.04 -0.01 -0.016
H -1.0352 4.7309 -1.0526 0.00 0.00 0.00 0.124
Cl 2.0861 -3.3398 -4.8195 0.00 0.00 -0.01 0.665
H 5.3150 0.6648 3.6604 0.00 0.00 0.00 0.100
F 1.7338 -3.7377 2.1871 0.00 0.02 0.00 0.181
N -0.9460 -0.4440 1.2105 0.04 -0.14 0.04 -0.155
O 0.6260 -0.1186 -3.3888 -0.07 0.11 -0.07 0.075
C 2.4687 1.9471 4.9819 0.00 0.00 0.00 -0.010
C -4.3830 -1.4814 0.6886 -0.02 -0.01 -0.01 -0.036
F -0.2131 -4.8637 1.7140 0.01 0.01 -0.01 0.190
C -0.7177 4.2090 -1.9451 0.00 -0.01 0.00 0.012
H -3.1840 -2.6904 -2.7580 0.00 0.00 0.00 0.121
C 3.0623 -2.8134 -3.4510 -0.03 -0.02 -0.01 -1.605
H -0.3044 1.2319 3.6625 0.02 0.01 0.00 0.076
N 1.4489 -1.8812 -1.6354 -0.08 0.20 0.01 0.140
O -0.7586 2.1399 0.3587 0.02 -0.05 0.03 0.121
F -0.2783 -2.9301 2.9547 0.00 -0.01 -0.01 0.172
F 0.2005 -2.8301 0.6583 -0.04 -0.18 -0.26 -0.160
H -0.8360 5.9065 -3.2482 0.00 0.00 0.00 0.107
C 3.8115 1.6776 4.8248 0.00 0.00 0.01 -0.076
C 0.2579 0.7679 -2.6576 0.02 -0.05 -0.06 -0.403
H 4.5200 2.0847 5.5352 0.00 0.00 0.00 0.105
C 4.2623 0.8841 3.7715 0.00 -0.01 -0.01 -0.086
C -4.8520 -2.4656 -1.4276 0.02 -0.02 -0.02 -0.063
Cl 4.1550 -1.5100 -3.9152 0.01 0.02 0.00 0.660
Cl 3.9506 -4.1644 -2.7446 -0.01 0.01 -0.01 0.662
C -2.1855 -0.7411 1.3428 -0.01 0.07 -0.03 -0.010
C 1.5337 1.4238 4.0886 0.02 -0.03 -0.01 -0.258
Pt 0.1325 -1.0388 -0.2870 0.07 0.02 0.07 1.673
C 0.0020 2.1854 -3.0407 -0.02 0.03 0.01 -0.091
H -4.6975 -1.1425 1.6683 0.00 0.00 0.00 0.117
H 0.4379 2.2639 -5.1429 0.00 0.00 0.00 0.122
C -3.5341 -2.3484 -1.7938 -0.03 0.00 -0.01 -0.003
C 2.1521 -2.2899 -2.4267 0.06 -0.16 0.16 -0.271
O 1.5711 -0.3244 0.8826 0.04 -0.08 -0.06 -0.156
C -3.0223 -1.3368 0.3429 -0.02 -0.02 0.04 -0.126
H -6.3315 -2.1324 0.1120 0.00 0.00 0.01 0.104
C -0.4052 2.8663 -1.9127 0.00 0.00 -0.03 -0.090